[1]
Entry from the OMol25 dataset: a cluster of 2 separate species, C27H54BFN5O6 in total (wB97M-V/def2-TZVPD).

XYZ file:
```
94
Properties=species:S:1:pos:R:3:forces:R:3:mulliken_charge:R:1
C -4.25387 -0.07611 -6.80999 0.300 -0.386 1.264 -0.363
C -2.73715 -0.20624 -7.35902 -1.443 -0.542 -1.507 -0.238
O -1.88098 0.91235 -7.01137 0.567 -1.415 1.158 -0.458
C -0.95346 0.54265 -5.93000 -0.806 -0.142 -0.357 -0.609
C -1.83782 0.45982 -4.56293 -0.190 1.096 -0.590 -0.083
C -1.08713 1.19691 -3.35052 1.914 -0.669 -3.208 -0.119
F -0.82426 2.56297 -3.80354 -0.898 -2.064 1.501 -0.454
N -1.83465 1.18848 -2.04042 -0.462 1.881 -0.663 1.075
C -2.97425 2.20679 -2.12865 -1.730 1.750 -0.264 -0.865
C -0.90523 1.71548 -0.98328 2.246 1.067 2.555 -0.732
C -0.61541 0.76469 0.26951 1.598 0.220 -0.041 -0.616
C 0.55329 -0.28770 -0.14134 0.521 -0.701 0.158 0.114
C 0.21272 -1.82232 0.23332 -0.496 0.130 -1.218 -1.116
N 1.01523 -2.36985 1.37015 -1.687 -1.042 0.195 0.228
C 0.42279 -1.99085 2.69344 0.369 -0.004 0.944 -0.606
C 1.20249 -3.83589 1.23325 3.809 -1.900 -1.014 0.377
C 0.12627 -4.95682 1.62337 -0.247 0.188 0.155 -0.863
O 2.32807 -4.22594 0.79507 -4.487 1.544 1.534 -0.567
C -2.45783 -0.14829 -1.79044 -1.808 -2.707 0.785 -0.729
C -3.25297 -0.75440 -3.08715 -0.295 0.884 0.314 -0.462
B -4.11142 -2.10326 -2.70270 -0.433 -2.087 0.570 0.793
O -4.01428 -3.36005 -3.42020 -0.703 3.451 0.434 -0.515
N -5.12781 -2.09505 -1.57109 -0.884 0.264 -2.579 -0.215
C -6.18904 -3.10950 -1.98418 -1.296 -0.848 0.496 -0.826
C -5.86994 -0.79544 -1.51972 -0.154 1.824 0.010 -0.668
N -2.34740 -0.90489 -4.26051 0.554 1.225 1.275 1.130
C -1.28421 -1.90880 -4.07913 2.501 -6.972 -2.874 0.146
O -0.23781 -1.80717 -3.35149 -2.760 1.812 -0.569 -0.534
O -1.40430 -3.07666 -4.84458 -0.571 5.966 3.094 -0.736
H -4.42090 0.93213 -6.26404 0.190 -1.468 -1.269 0.115
H -4.39250 -0.88027 -5.98838 0.139 1.215 -1.288 -0.164
H -5.05421 -0.27106 -7.60156 1.254 0.518 1.018 0.388
H -2.81001 -0.23018 -8.51612 0.289 0.208 1.870 0.402
H -2.34147 -1.23183 -7.04520 -0.188 1.562 -0.179 0.205
H -0.50597 -0.46082 -6.24020 -0.433 1.195 0.974 0.348
H -0.13697 1.33805 -5.88591 -1.289 -1.024 0.021 0.280
H -2.77533 1.10134 -4.80174 1.575 -0.964 0.340 0.071
H -0.03921 0.71262 -3.27761 -1.902 0.654 0.548 0.341
H -3.59845 2.09928 -3.07601 1.107 -0.195 1.250 0.268
H -2.57438 3.29241 -2.14237 -0.406 -2.087 0.056 0.403
H -3.71205 2.09210 -1.24392 1.600 -0.027 -1.306 0.352
H 0.11956 1.92444 -1.48236 -1.823 -0.421 0.771 0.379
H -1.21369 2.74344 -0.54497 -0.088 -1.822 -1.169 0.336
H -0.14269 1.43534 1.09006 -1.024 -0.854 -1.405 0.342
H -1.52869 0.28141 0.75357 1.176 0.592 -0.931 0.265
H 0.79691 -0.22358 -1.27313 -0.663 -0.226 1.825 0.017
H 1.55907 -0.04694 0.38389 -1.758 -0.202 -0.718 0.286
H 0.36838 -2.47664 -0.70423 -0.100 1.043 1.456 0.536
H -0.91158 -1.85735 0.48047 1.392 -0.136 -0.290 0.406
H 1.17327 -1.28455 3.20696 -1.364 -0.801 -0.633 -0.123
H 0.30294 -2.89190 3.40509 0.255 1.336 -1.221 0.424
H -0.60758 -1.50454 2.59450 1.401 -0.536 0.122 0.265
H -0.52427 -4.68183 2.52903 0.926 -0.267 -1.459 0.311
H 0.63095 -5.96700 1.84911 -0.511 1.845 -0.476 0.311
H -0.56033 -5.11866 0.72238 0.911 0.346 1.201 0.237
H -3.18579 -0.01480 -0.89824 1.202 -0.133 -1.592 0.471
H -1.74227 -0.98365 -1.48526 -0.333 1.681 -0.613 -0.419
H -4.06340 0.01325 -3.41424 1.264 -1.131 0.509 -0.237
H -4.07686 -3.12131 -4.37554 1.012 -0.630 0.642 0.309
H -7.15566 -2.99230 -1.35240 1.772 0.018 -0.768 0.329
H -6.53234 -2.92410 -3.07606 0.653 -0.588 1.686 0.270
H -5.84772 -4.19233 -1.80984 -0.328 1.820 -0.618 0.258
H -5.32968 0.02400 -0.89953 -0.709 -1.416 -0.956 0.109
H -6.02218 -0.34739 -2.58243 0.080 -0.615 1.629 0.192
H -6.92344 -0.87027 -1.07063 1.710 -0.237 -0.531 0.338
C 5.09733 3.96275 4.89935 0.503 -0.206 -0.171 -1.696
C 3.91094 2.97191 5.03132 0.386 4.116 -0.008 1.429
C 3.97207 2.31055 6.42712 0.139 -1.318 0.187 -1.144
C 5.14788 1.34557 6.55925 0.123 0.192 -0.225 -0.533
C 5.14726 0.30743 5.44003 -0.716 0.348 1.299 -1.168
C 4.95494 0.87426 4.01242 2.958 -1.271 -2.859 1.542
N 3.92181 1.95147 3.93432 -6.136 -5.397 4.676 0.715
O 2.73435 1.36276 3.92397 4.436 3.011 -1.531 -0.274
C 6.28641 1.42110 3.44463 0.320 0.511 0.310 -1.716
C 4.64447 -0.33346 3.07891 -0.910 0.180 0.185 -1.708
C 2.67266 3.90859 4.93830 -0.519 -0.803 -0.246 -1.755
H 4.92074 4.85748 5.50295 -0.269 -0.244 -0.100 0.451
H 6.04591 3.56483 5.25585 -0.088 -0.057 -0.110 0.343
H 5.22973 4.29002 3.86494 -0.030 -0.028 0.090 0.409
H 3.04090 1.76827 6.63206 -0.052 0.081 -0.285 0.390
H 4.05010 3.07814 7.20278 -0.040 0.247 -0.465 0.388
H 6.09692 1.88702 6.56951 -0.066 0.037 0.021 0.352
H 5.08584 0.83491 7.52677 -0.006 0.024 -0.145 0.400
H 6.08207 -0.26141 5.49223 -0.109 0.176 -0.528 0.380
H 4.34869 -0.41044 5.66268 -0.097 0.114 -0.356 0.407
H 6.13290 1.89012 2.47142 -0.041 -0.036 0.019 0.411
H 7.01348 0.61881 3.30410 -0.326 -0.074 0.054 0.485
H 6.77694 2.14424 4.09279 -0.090 0.021 -0.022 0.325
H 3.80740 -0.93703 3.44027 0.008 0.200 -0.087 0.290
H 5.50265 -1.00873 3.01683 0.002 0.383 0.191 0.463
H 4.41437 -0.00290 2.06114 0.023 0.008 0.132 0.441
H 2.69845 4.48858 4.01310 0.062 -0.050 0.051 0.443
H 2.66167 4.61084 5.77483 0.312 -0.188 -0.083 0.430
H 1.72000 3.37294 4.97715 0.207 -0.050 -0.044 0.389
```
Positions in Å, forces in eV/Å.

Its charge is +1. The calculation puts the lowest unoccupied orbital energy at -7.69 eV. As for the HOMO energy: -9.050 eV. The calculation puts the orbital gap at 0.0500 hartree. As for the total energy: -1910.5085 a.u.

=====

[2]
Entry from the OMol25 dataset: an isolated molecule of C5H11N3O (wB97M-V/def2-TZVPD).

XYZ file:
```
20
Properties=species:S:1:pos:R:3:forces:R:3:nbo_charge:R:1
C -2.65042 0.59429 -2.20499 -1.192 0.167 -0.676 -0.661
C -1.54332 0.76318 -1.28841 2.319 0.271 -0.975 0.085
N -1.75996 1.11049 -0.11109 -2.747 -0.054 1.196 -0.263
N -0.82346 1.19172 0.82470 2.991 -0.791 -1.010 -0.439
C 0.22209 0.28351 0.91417 1.915 -0.311 1.082 0.691
N 0.83045 0.22107 2.04281 -0.637 -0.202 -0.745 -0.573
C 1.68618 -0.90037 2.38924 0.134 0.811 0.598 -0.440
O 0.48080 -0.44931 -0.20844 -1.852 0.458 0.687 -0.534
C 1.76444 -0.78642 -0.61542 1.506 -0.516 0.673 -0.242
H -2.60318 -0.24356 -2.93628 0.108 0.529 0.738 0.224
H -2.68223 1.53527 -2.74168 -0.256 0.143 -0.701 0.222
H -3.53685 0.57734 -1.57744 -0.371 -0.347 -0.316 0.232
H -0.52993 0.78957 -1.70851 -0.243 -0.423 0.119 0.161
H -0.98762 1.53016 1.73723 -1.140 0.454 0.654 0.407
H 1.22987 -1.85662 2.21510 -0.148 -0.572 -0.560 0.186
H 1.86749 -0.88306 3.45528 -0.249 0.201 0.455 0.202
H 2.69322 -0.83403 2.00810 0.318 -0.165 -0.692 0.184
H 2.50900 -0.04726 -0.28421 -0.230 -0.144 -0.037 0.186
H 1.77521 -0.81744 -1.69877 -0.120 -0.049 -0.176 0.191
H 2.05822 -1.77853 -0.21140 -0.105 0.540 -0.315 0.184
```
Positions in Å, forces in eV/Å.

The SMILES is C/C=N/N/C(=N/C)OC. The calculation puts the lowest unoccupied orbital energy at 0.89 eV. As for the HOMO energy: -7.974 eV. The energy above the lowest of the compared OMol25 structures with the same formula, charge and spin is 315.1 kJ/mol. The calculation puts the orbital gap at 0.3258 hartree. As for the total energy: -436.5270 a.u.

=====

[3]
Entry from the OMol25 dataset: a cluster of 2 separate species, C5H11N in total (wB97M-V/def2-TZVPD).

XYZ file:
```
17
Properties=species:S:1:pos:R:3:forces:R:3:nbo_charge:R:1
C -0.96148 0.01632 -1.69494 0.034 -0.007 -0.018 -0.300
N -0.67537 0.67745 -0.61457 0.095 -0.061 0.104 -0.203
C -0.96986 1.95234 0.01859 -0.265 0.239 -0.003 -0.229
C 0.10374 1.00644 0.40632 0.067 -0.040 -0.268 -0.005
C -0.03530 -2.43137 0.89614 -0.003 -0.002 0.000 -0.864
C 1.59252 1.05441 0.41154 0.053 -0.057 0.084 -0.653
H -0.31685 -0.80041 -1.99692 -0.081 0.103 0.062 0.195
H -0.79986 -2.61328 0.13643 0.114 0.006 0.119 0.212
H -1.87910 0.24739 -2.21950 0.127 -0.013 0.092 0.194
H -1.88395 2.01616 0.61112 0.162 -0.019 -0.076 0.189
H -0.79581 2.80975 -0.64593 0.032 -0.108 0.081 0.169
H -0.13436 -1.40769 1.27001 0.016 -0.190 -0.058 0.225
H 0.95588 -2.56489 0.45275 -0.147 0.010 0.062 0.206
H -0.16041 -3.14112 1.71760 0.016 0.101 -0.121 0.213
H 1.96031 1.53180 1.32374 -0.060 -0.070 -0.136 0.227
H 2.00399 0.03933 0.38205 -0.060 0.162 0.010 0.226
H 1.99589 1.60736 -0.45442 -0.101 -0.052 0.068 0.199
```
Positions in Å, forces in eV/Å.

The calculation puts the lowest unoccupied orbital energy (alpha / beta) at 0.99 / 0.99 eV. As for the HOMO energy (alpha / beta): -7.116 / -7.115 eV. The energy above the lowest of the compared OMol25 structures with the same formula, charge and spin is 370.2 kJ/mol. The calculation puts the orbital gap (alpha / beta) at 0.2978 / 0.2978 hartree. As for the total energy: -251.7215 a.u.

=====

[4]
Entry from the OMol25 dataset: a structure of composition C31H27HfN10O8PS (wB97M-V/def2-TZVPD).

XYZ file:
```
79
Properties=species:S:1:pos:R:3:forces:R:3:mulliken_charge:R:1
Hf -0.97064 -0.18833 0.93925 0.208 -0.297 0.361 1.717
S 2.17856 2.95114 7.18996 -0.011 -0.003 -0.014 0.250
N 2.76979 1.86908 6.15650 -0.069 0.053 0.015 -0.638
C 1.86970 1.73977 5.19256 0.118 -0.086 -0.066 0.816
C 2.00539 0.88811 4.02762 0.078 0.009 0.019 0.149
C 3.14860 0.12552 3.76222 0.008 0.007 -0.019 -0.573
C 3.22077 -0.60479 2.59528 -0.033 0.003 -0.014 -1.135
C 2.14077 -0.58105 1.72227 0.035 0.034 -0.085 -0.560
N 1.03281 0.12072 1.97249 -0.155 0.047 0.395 -0.299
C 0.95710 0.85844 3.11142 -0.164 0.212 0.085 0.221
C -0.25797 1.66481 3.33160 0.225 0.018 -0.076 0.115
N -1.25331 1.55875 2.41748 0.282 0.060 0.073 0.225
C -2.34274 2.31700 2.54533 -0.027 -0.010 0.006 -0.184
C -2.49535 3.22968 3.58452 0.008 -0.029 -0.013 -1.038
C -1.49928 3.33547 4.52867 -0.013 0.009 -0.007 -0.579
C -0.35677 2.53372 4.41375 0.033 -0.024 0.109 0.277
C 0.73369 2.55460 5.36942 -0.133 0.062 -0.012 0.849
N 0.78299 3.29457 6.46714 0.074 -0.051 -0.003 -0.627
H 3.96374 0.13491 4.47500 0.008 0.009 -0.009 0.602
H 4.09473 -1.19127 2.35122 0.007 0.010 -0.006 0.511
H 2.15660 -1.12562 0.78466 0.006 -0.020 0.005 0.718
H -3.11300 2.17876 1.79656 -0.012 -0.006 0.012 0.609
H -3.39258 3.82891 3.64034 0.002 0.006 -0.003 0.461
H -1.57641 4.02663 5.35837 -0.012 -0.013 0.011 0.590
O -2.93795 3.16781 -5.22694 -0.086 0.065 0.079 -0.634
C -2.04113 2.56613 -4.69190 -0.015 -0.026 -0.028 -0.021
O -0.92114 2.12744 -5.10328 0.086 -0.079 0.071 -0.583
C -2.07100 2.15961 -3.20365 0.475 -0.245 -0.093 0.639
C -1.56357 2.99311 -2.20074 -0.118 0.090 0.032 -0.990
C -1.07595 2.45396 -1.03286 0.112 0.049 0.112 -0.290
N -1.02935 1.12519 -0.80126 -0.716 -0.141 -0.600 0.046
C -1.65209 0.32441 -1.72775 0.138 -0.222 -0.292 0.860
C -2.21812 0.79787 -2.87820 -0.059 0.120 0.060 -0.916
C -1.53248 -1.18468 -1.53508 0.413 0.144 -0.243 0.337
O -2.05842 -1.97112 -2.25594 -0.033 -0.061 0.021 -0.565
O -0.69790 -1.51215 -0.51323 -0.363 0.248 -0.336 -0.675
H -1.51324 4.06261 -2.35803 0.078 -0.007 -0.017 0.522
H -0.64158 3.08456 -0.26587 -0.025 0.014 0.003 0.620
H -2.66850 0.09849 -3.57053 0.067 -0.022 -0.023 0.621
C 0.52455 -3.40406 3.13442 0.004 0.034 0.039 -1.200
C -0.90184 -3.03033 2.95965 0.136 0.008 0.030 0.207
N -1.37854 -1.96289 2.32446 -0.624 0.115 -0.116 -0.228
C -2.77616 -2.06917 2.38968 -0.033 -0.126 0.051 0.060
C -3.11032 -3.18332 3.09230 0.065 -0.002 0.081 0.116
N -1.91727 -3.75955 3.43383 -0.025 0.023 -0.029 -0.012
C -4.35559 -3.87203 3.57879 -0.092 -0.023 -0.031 0.568
O -5.51753 -3.35641 3.25422 0.088 0.047 -0.039 -0.487
O -4.20521 -4.85560 4.24969 0.024 -0.008 -0.003 -0.554
C -3.65662 -1.12482 1.66559 -0.035 0.139 0.024 0.905
O -4.85578 -1.16878 1.73780 -0.048 -0.024 0.002 -0.760
O -2.98337 -0.23895 0.93127 0.077 -0.239 0.517 -0.495
H 1.11934 -3.01514 2.31222 -0.003 -0.016 -0.005 0.188
H 0.63158 -4.48731 3.14940 0.003 -0.001 0.009 0.464
H 0.91620 -3.01306 4.07518 0.006 0.013 -0.007 0.261
H -1.88077 -4.62823 3.95750 0.008 0.008 0.015 0.281
H -5.42703 -2.55322 2.69177 -0.030 -0.012 0.019 0.423
C 3.04886 0.84955 -5.17227 -0.038 -0.006 0.014 -0.759
N 1.54227 0.78996 -4.95625 0.108 0.073 -0.119 0.209
C 1.04341 -0.57460 -5.43022 -0.029 -0.019 0.019 -0.720
N 1.75179 -1.63202 -4.78531 -0.064 -0.100 -0.056 0.174
C 3.18668 -1.50712 -5.00756 -0.043 0.044 0.051 -0.887
N 3.69697 -0.23462 -4.50466 0.085 0.034 -0.010 0.129
C 3.62581 -0.15078 -3.04161 -0.075 0.159 -0.094 -1.120
P 1.87699 -0.24730 -2.38338 0.596 -0.374 0.166 0.730
C 1.21218 1.01643 -3.52408 -0.082 0.249 0.045 -0.524
C 1.41002 -1.76009 -3.36865 -0.167 0.186 -0.094 -0.970
H 3.39203 1.81357 -4.79872 0.003 0.000 -0.004 0.387
H 3.21550 0.78874 -6.24736 0.008 0.002 0.002 0.352
H 1.03443 1.52004 -5.48086 -0.126 -0.077 0.037 0.447
H 1.20595 -0.59806 -6.50730 -0.005 -0.007 -0.001 0.355
H -0.02367 -0.60952 -5.21671 -0.011 0.035 -0.028 0.269
H 3.38872 -1.57193 -6.07744 -0.003 0.006 0.000 0.328
H 3.70055 -2.32518 -4.50543 0.008 -0.001 -0.015 0.380
H 4.06983 0.79625 -2.72543 0.017 -0.023 0.036 0.465
H 4.23105 -0.95029 -2.61176 -0.004 -0.012 -0.026 0.452
H 1.59335 2.00115 -3.24466 0.020 -0.007 -0.026 0.706
H 0.13455 1.07605 -3.48336 -0.134 0.001 0.011 -0.555
H 0.33998 -1.95556 -3.29016 -0.020 -0.022 0.062 0.521
H 1.92227 -2.62459 -2.94297 0.017 -0.008 -0.039 0.446
```
Positions in Å, forces in eV/Å.

Its charge is +2. The calculation puts the lowest unoccupied orbital energy at -7.19 eV. As for the HOMO energy: -13.218 eV. The energy above the lowest of the compared OMol25 structures with the same formula, charge and spin is 0.0 kJ/mol. The calculation puts the orbital gap at 0.2214 hartree. As for the total energy: -3134.3589 a.u.